The following is a DFT calculation (the ωB97M-V functional and the def2-TZVPD basis) of 4 unconnected molecules or ions with the total composition C21H26BF24N2O6 at a distorted geometry.

The value obtained for the gap between HOMO and LUMO is 0.3195 Eh. The LUMO energy is -4.01 eV. The net charge is +1. For the HOMO energy, the calculation gives -12.70 eV.

Geometry (Å):
1 C -0.710893 2.208450 -0.438685
2 C -0.706026 2.748858 0.961391
3 C 0.694996 2.766386 1.874402
4 C 0.470680 3.587198 3.275048
5 N 0.726525 5.076454 3.196797
6 C 2.051890 5.305871 2.492596
7 C 1.832270 4.722388 0.941330
8 O 2.890172 5.334088 0.122650
9 B 2.135115 6.275944 -0.776427
10 O 1.993306 5.804878 -2.190667
11 O 1.554376 7.526922 -0.238862
12 N 1.903817 3.215302 1.062694
13 H -1.122091 2.853836 -1.341083
14 H -0.242056 1.152436 -0.625529
15 H -1.691482 3.219549 1.442102
16 H 0.875697 1.627286 2.179756
17 H -0.664554 3.452007 3.596412
18 H 1.205779 3.142167 4.072279
19 H 0.004029 5.555342 2.581059
20 H 2.356249 6.449140 2.404743
21 H 2.922731 4.687807 2.984995
22 H 0.775861 5.095993 0.539707
23 H 0.980721 5.698032 -2.283845
24 H 0.671185 7.332549 0.233474
25 H 1.971844 2.755243 0.114934
26 H 2.780358 2.944778 1.601070
27 C 3.189511 -3.934996 1.245182
28 C 2.125848 -4.025778 0.141929
29 C 2.076043 -2.831358 -0.805900
30 F 1.786766 -1.678188 -0.160254
31 F 1.099504 -3.001281 -1.735597
32 F 0.913339 -4.265619 0.709270
33 F 2.410814 -5.143703 -0.602619
34 O 2.735856 -3.480336 2.524252
35 C 2.662033 -2.064464 2.679281
36 C 1.228569 -1.558078 2.885018
37 F 0.420394 -1.906287 1.852444
38 F 1.193304 -0.203138 2.966903
39 F 3.286145 -1.469451 1.632609
40 F 3.414127 -1.773556 3.774707
41 H 3.532382 -4.960407 1.431578
42 H 4.091128 -3.403011 0.918046
43 H 3.020766 -2.705227 -1.337458
44 H 0.796995 -1.969018 3.802158
45 C 0.612310 2.139215 -4.623958
46 C -0.921903 2.179625 -4.587272
47 C -1.603555 0.814807 -4.598423
48 F -1.316910 0.109411 -5.716722
49 F -2.954884 0.956956 -4.575090
50 F -1.372002 2.972325 -5.596537
51 F -1.281263 2.821316 -3.427786
52 O 1.218560 2.320745 -5.907721
53 C 1.312487 1.146270 -6.711439
54 C 0.468108 1.225841 -7.989824
55 F -0.843148 1.436627 -7.712721
56 F 0.535336 0.067837 -8.695739
57 F 1.017358 0.062622 -5.951381
58 F 2.627904 1.025543 -7.035988
59 H 0.960036 3.000117 -4.039401
60 H 1.023340 1.269766 -4.096652
61 H -1.318236 0.220140 -3.728982
62 H 0.810173 2.041074 -8.633764
63 C -2.785872 -4.989727 1.755801
64 C -1.982098 -5.065501 3.061554
65 C -2.483059 -6.096351 4.068473
66 F -3.749121 -5.842941 4.472473
67 F -1.715878 -6.078745 5.190063
68 F -1.905966 -3.824105 3.611755
69 F -0.693310 -5.397392 2.723636
70 O -3.773010 -3.956068 1.680660
71 C -5.033645 -4.270173 2.269144
72 C -5.364282 -3.391295 3.482333
73 F -4.417235 -3.492834 4.448459
74 F -6.540892 -3.760867 4.050504
75 F -5.074369 -5.595877 2.551864
76 F -5.957488 -4.070165 1.291012
77 H -2.070035 -4.734495 0.964471
78 H -3.189261 -5.963517 1.452565
79 H -2.444500 -7.106347 3.656912
80 H -5.437709 -2.338847 3.193829

Force components x, y, z for each atom (eV/Å):
0.3 1.5 3.3
0.6 -0.4 -3.0
-3.2 -3.4 1.1
-0.2 0.2 -0.1
0.7 -0.5 -1.4
-0.5 -0.3 -1.2
1.2 3.6 1.2
-3.0 -0.1 -0.7
0.0 -0.2 -1.0
-2.1 0.8 3.9
-0.8 -3.7 -0.3
0.4 0.3 -0.4
-0.2 -2.1 2.3
0.1 2.5 0.1
2.6 -0.2 -1.4
-0.1 2.6 -0.8
2.6 0.0 -0.6
-1.6 0.9 -1.4
0.9 -0.9 1.3
-0.8 -2.6 0.3
-1.7 1.3 -0.8
1.9 -1.6 1.0
2.2 0.6 -0.4
2.1 0.7 -1.0
-0.4 0.4 1.0
-1.1 0.5 -0.8
0.8 -0.8 0.4
-0.4 -0.8 0.7
-0.4 0.1 -1.0
-0.1 0.0 -0.4
0.1 -0.2 0.2
0.3 0.4 -0.3
0.2 0.7 0.0
-0.6 2.0 -0.6
1.7 -1.8 -0.1
-1.0 -0.7 0.1
0.4 0.1 0.5
0.4 0.2 0.1
-0.2 0.5 0.8
-0.8 0.2 -0.3
-0.3 0.2 0.0
-0.4 0.0 -0.1
0.1 -0.1 0.1
0.2 0.0 0.0
0.9 0.6 0.3
0.2 0.8 -1.1
-1.0 -0.7 -0.3
-0.3 0.3 0.6
0.3 0.3 0.2
0.1 -0.5 0.5
0.0 -0.3 0.1
-0.8 -1.5 -0.5
1.0 0.4 1.6
-0.6 0.1 -0.9
0.6 0.1 0.0
0.3 0.2 0.5
0.4 0.2 -0.8
-0.8 0.1 -0.3
-0.2 0.0 -0.3
-0.3 0.0 -0.3
0.2 0.1 0.1
0.2 0.0 0.2
0.2 0.1 -1.1
0.2 0.8 -0.3
0.0 -0.4 1.0
0.6 -0.2 0.1
0.2 0.2 -0.3
0.0 -0.3 0.1
-0.5 -0.3 0.2
-1.0 -0.6 1.4
0.9 -0.9 -1.7
-0.2 0.5 0.8
-0.2 0.2 -0.5
0.3 -0.1 -0.5
-0.6 0.8 -0.1
0.2 0.3 0.7
-0.1 0.1 0.3
0.0 0.2 0.4
0.0 0.0 -0.2
0.0 -0.1 -0.2

So, what does the Löwdin scheme give us? The charges, in e, come out as: C 0.013; C -0.072; C -0.228; C -0.154; N -0.084; C -0.092; C -0.253; O 0.033; B -0.468; O 0.071; O 0.088; N 0.115; H 0.076; H 0.083; H 0.129; H 0.150; H 0.153; H 0.145; H 0.121; H 0.164; H 0.151; H 0.173; H 0.132; H 0.135; H 0.196; H 0.207; C -0.046; C -0.424; C -0.288; F 0.064; F 0.093; F 0.116; F 0.110; O 0.041; C -0.474; C -0.250; F 0.089; F 0.058; F 0.110; F 0.144; H 0.157; H 0.148; H 0.176; H 0.183; C -0.058; C -0.423; C -0.290; F 0.093; F 0.099; F 0.135; F 0.057; O 0.037; C -0.472; C -0.264; F 0.089; F 0.102; F 0.119; F 0.142; H 0.141; H 0.144; H 0.171; H 0.179; C -0.050; C -0.426; C -0.288; F 0.086; F 0.093; F 0.114; F 0.094; O 0.029; C -0.476; C -0.268; F 0.085; F 0.101; F 0.123; F 0.140; H 0.146; H 0.150; H 0.177; H 0.174